No. 1
11 unconnected molecules or ions with the total composition C35H70Cl6O20. Source: the Open Molecules 2025 dataset; level of theory: the ωB97M-V functional and the def2-TZVPD basis.

Each atom is followed by the atoms it is bonded to, with distances in Å.
Atoms and positions in Å:
1 C -5.097 0.401 0.302  Cl2 1.782, Cl3 1.758, H4 1.090, H5 1.090
2 Cl -6.796 0.060 0.719  C1 1.782
3 Cl -4.923 2.145 0.431  C1 1.758
4 H -4.344 -0.093 0.917  C1 1.090
5 H -4.987 0.103 -0.740  C1 1.090
6 C -0.457 -1.555 -5.847  Cl7 1.778, Cl8 1.778, H9 1.090, H10 1.090
7 Cl 1.011 -2.268 -5.143  C6 1.778
8 Cl -1.371 -0.620 -4.642  C6 1.778
9 H -0.233 -1.023 -6.771  C6 1.090
10 H -1.033 -2.424 -6.165  C6 1.090
11 C 0.316 3.731 2.938  Cl12 1.822, Cl13 1.794, H14 1.090, H15 1.090
12 Cl -0.532 2.631 4.116  C11 1.822
13 Cl 0.051 5.423 3.474  C11 1.794
14 H 1.395 3.577 2.945  C11 1.090
15 H -0.182 3.592 1.979  C11 1.090
16 C -3.955 2.843 5.710  C17 1.564, H23 1.090, H24 1.090, H25 1.090
17 C -4.538 1.668 4.857  C16 1.564, O18 1.445, H26 1.090, H27 1.090
18 O -5.610 1.014 5.573  C17 1.445, C19 1.307
19 C -5.226 0.304 6.600  O18 1.307, O20 1.207, O21 1.376
20 O -4.104 0.149 7.016  C19 1.207
21 O -6.341 -0.010 7.343  C19 1.376, C22 1.421
22 C -6.308 -0.725 8.571  O21 1.421, H28 1.090, H29 1.090, H30 1.090
23 H -4.786 3.534 5.852  C16 1.090
24 H -3.179 3.375 5.159  C16 1.090
25 H -3.523 2.519 6.656  C16 1.090
26 H -3.795 0.981 4.451  C17 1.090
27 H -4.996 2.103 3.969  C17 1.090
28 H -7.205 -0.681 9.189  C22 1.090
29 H -5.472 -0.358 9.166  C22 1.090
30 H -6.058 -1.771 8.394  C22 1.090
31 C 2.154 2.968 -4.093  C32 1.472, H38 1.090, H39 1.090, H40 1.090
32 C 1.986 2.686 -2.658  C31 1.472, O33 1.469, H41 1.090, H42 1.090
33 O 2.496 3.910 -2.027  C32 1.469, C34 1.327
34 C 2.273 4.100 -0.733  O33 1.327, O35 1.195, O36 1.341
35 O 1.452 3.574 -0.044  C34 1.195
36 O 3.218 4.930 -0.265  C34 1.341, C37 1.490
37 C 3.133 5.386 1.151  O36 1.490, H43 1.090, H44 1.090, H45 1.090
38 H 3.039 3.497 -4.447  C31 1.090
39 H 1.315 3.623 -4.326  C31 1.090
40 H 2.102 2.008 -4.608  C31 1.090
41 H 2.563 1.835 -2.294  C32 1.090
42 H 1.002 2.400 -2.287  C32 1.090
43 H 4.026 5.976 1.358  C37 1.090
44 H 3.058 4.536 1.829  C37 1.090
45 H 2.333 6.085 1.392  C37 1.090
46 C -1.551 -4.209 -0.250  C47 1.608, H53 1.090, H54 1.090, H55 1.090
47 C -2.203 -2.951 -1.010  C46 1.608, O48 1.426, H56 1.090, H57 1.090
48 O -3.383 -3.129 -1.790  C47 1.426, C49 1.353
49 C -4.567 -3.062 -1.138  O48 1.353, O50 1.259, O51 1.282
50 O -4.770 -2.699 0.050  C49 1.259
51 O -5.474 -3.306 -2.010  C49 1.282, C52 1.370
52 C -6.823 -3.190 -1.797  O51 1.370, H58 1.090, H59 1.090, H60 1.090
53 H -2.171 -4.502 0.598  C46 1.090
54 H -0.542 -3.913 0.038  C46 1.090
55 H -1.450 -5.128 -0.828  C46 1.090
56 H -1.556 -2.576 -1.803  C47 1.090
57 H -2.302 -2.162 -0.264  C47 1.090
58 H -7.461 -2.913 -2.636  C52 1.090
59 H -7.216 -2.477 -1.072  C52 1.090
60 H -7.181 -4.191 -1.553  C52 1.090
61 C 6.559 -4.189 -3.563  C62 1.562, H68 1.090, H69 1.090, H70 1.090
62 C 5.941 -2.755 -3.507  C61 1.562, O63 1.418, H71 1.090, H72 1.090
63 O 4.584 -2.903 -3.124  C62 1.418, C64 1.319
64 C 3.873 -1.819 -2.877  O63 1.319, O65 1.251, O66 1.331
65 O 4.247 -0.631 -2.995  C64 1.251
66 O 2.706 -2.165 -2.338  C64 1.331, C67 1.423
67 C 1.647 -1.221 -2.226  O66 1.423, H73 1.090, H74 1.090, H75 1.090
68 H 6.162 -4.788 -4.382  C61 1.090
69 H 6.403 -4.728 -2.629  C61 1.090
70 H 7.648 -4.170 -3.529  C61 1.090
71 H 6.179 -2.375 -4.501  C62 1.090
72 H 6.343 -2.108 -2.728  C62 1.090
73 H 1.240 -1.169 -1.216  C67 1.090
74 H 0.749 -1.524 -2.766  C67 1.090
75 H 1.817 -0.229 -2.644  C67 1.090
76 O 2.048 -3.096 1.668  C77 1.218
77 C 2.400 -4.119 2.228  O76 1.218, O78 1.358, C81 1.492
78 O 3.221 -5.051 1.678  C77 1.358, C79 1.438
79 C 3.904 -4.719 0.457  O78 1.438, C80 1.537, H82 1.090, H83 1.090
80 C 4.646 -5.976 -0.025  C79 1.537, H84 1.090, H85 1.090, H86 1.090
81 C 2.094 -4.214 3.685  C77 1.492, H87 1.090, H88 1.090, H89 1.090
82 H 4.622 -3.914 0.610  C79 1.090
83 H 3.122 -4.416 -0.240  C79 1.090
84 H 4.109 -6.921 0.050  C80 1.090
85 H 5.439 -6.097 0.713  C80 1.090
86 H 4.982 -5.897 -1.059  C80 1.090
87 H 1.089 -3.926 3.996  C81 1.090
88 H 2.736 -3.569 4.284  C81 1.090
89 H 2.250 -5.271 3.900  C81 1.090
90 O -2.676 2.493 -4.461  C91 1.226
91 C -2.059 3.310 -5.135  O90 1.226, O92 1.356, C95 1.547
92 O -1.968 4.659 -5.028  C91 1.356, C93 1.425
93 C -2.311 5.264 -3.784  O92 1.425, C94 1.491, H96 1.090, H97 1.090
94 C -1.185 5.148 -2.814  C93 1.491, H98 1.090, H99 1.090, H100 1.090
95 C -1.675 2.856 -6.563  C91 1.547, H101 1.090, H102 1.090, H103 1.090
96 H -3.205 4.879 -3.296  C93 1.090
97 H -2.520 6.310 -4.008  C93 1.090
98 H -1.651 5.621 -1.950  C94 1.090
99 H -0.446 5.902 -3.085  C94 1.090
100 H -0.809 4.146 -2.604  C94 1.090
101 H -2.017 3.514 -7.362  C95 1.090
102 H -2.105 1.899 -6.858  C95 1.090
103 H -0.601 2.674 -6.590  C95 1.090
104 O -1.217 2.070 0.321  C105 1.255
105 C -1.286 1.074 -0.440  O104 1.255, O106 1.326, C109 1.530
106 O -0.747 -0.109 -0.177  C105 1.326, C107 1.414
107 C -0.317 -0.357 1.147  O106 1.414, C108 1.522, H110 1.090, H111 1.090
108 C -1.378 -0.449 2.234  C107 1.522, H112 1.090, H113 1.090, H114 1.090
109 C -2.070 1.048 -1.753  C105 1.530, H115 1.090, H116 1.090, H117 1.090
110 H 0.437 0.357 1.481  C107 1.090
111 H 0.197 -1.317 1.198  C107 1.090
112 H -2.000 0.446 2.225  C108 1.090
113 H -0.884 -0.433 3.206  C108 1.090
114 H -1.989 -1.351 2.242  C108 1.090
115 H -2.677 1.953 -1.773  C109 1.090
116 H -2.739 0.187 -1.767  C109 1.090
117 H -1.435 1.153 -2.633  C109 1.090
118 O 2.571 0.208 3.979  C119 1.241
119 C 3.750 0.105 3.608  O118 1.241, O120 1.376, C123 1.505
120 O 4.172 -0.031 2.306  C119 1.376, C121 1.395
121 C 3.370 -0.111 1.167  O120 1.395, C122 1.555, H124 1.090, H125 1.090
122 C 3.807 0.880 0.052  C121 1.555, H126 1.090, H127 1.090, H128 1.090
123 C 4.911 0.352 4.534  C119 1.505, H129 1.090, H130 1.090, H131 1.090
124 H 2.421 0.302 1.509  C121 1.090
125 H 3.223 -1.144 0.852  C121 1.090
126 H 4.052 1.877 0.418  C122 1.090
127 H 2.930 1.086 -0.562  C122 1.090
128 H 4.647 0.605 -0.587  C122 1.090
129 H 5.872 0.179 4.050  C123 1.090
130 H 4.821 -0.382 5.335  C123 1.090
131 H 4.804 1.358 4.939  C123 1.090

Computed properties:
- <S²> = 0.7559
- total charge = +1
- gap between HOMO and LUMO (alpha / beta) (eV) = 8.23 / 3.34
- 2S+1 = 2

***

No. 2
9 unconnected molecules or ions with the total composition C35H70O17. Source: the Open Molecules 2025 dataset; level of theory: the ωB97M-V functional and the def2-TZVPD basis.

Each atom is followed by the atoms it is bonded to, with distances in Å.
Atoms and positions in Å:
1 O -4.418 3.818 3.938  C2 1.260
2 C -4.710 2.605 4.113  O1 1.260, O3 1.290, C6 1.504
3 O -5.440 1.841 3.373  C2 1.290, C4 1.477
4 C -5.636 2.371 2.008  O3 1.477, C5 1.553, H7 1.091, H8 1.177
5 C -6.195 1.231 1.113  C4 1.553, H9 1.166, H10 1.096, H11 1.100
6 C -4.445 1.982 5.456  C2 1.504, H12 1.061, H13 1.166, H14 1.093
7 H -4.791 2.961 1.649  C4 1.091
8 H -6.587 3.044 2.172  C4 1.177
9 H -5.322 0.459 1.079  C5 1.166
10 H -6.230 1.298 0.020  C5 1.096
11 H -7.202 0.857 1.352  C5 1.100
12 H -5.327 1.765 6.005  C6 1.061
13 H -3.960 2.692 6.244  C6 1.166
14 H -3.939 1.015 5.517  C6 1.093
15 O -1.635 -0.858 -1.436  C16 1.221
16 C -0.711 -0.085 -1.239  O15 1.221, O17 1.367, C20 1.589
17 O -0.670 1.141 -0.636  C16 1.367, C18 1.489
18 C -1.922 1.778 -0.143  O17 1.489, C19 1.493, H21 1.106, H22 0.983
19 C -2.047 1.491 1.317  C18 1.493, H23 1.092, H24 1.026, H25 1.060
20 C 0.744 -0.574 -1.648  C16 1.589, H26 1.001, H27 1.082, H28 1.102
21 H -2.731 1.175 -0.596  C18 1.106
22 H -1.919 2.760 -0.194  C18 0.983
23 H -1.122 1.894 1.735  C19 1.092
24 H -2.080 0.489 1.537  C19 1.026
25 H -2.990 1.887 1.595  C19 1.060
26 H 0.737 -1.542 -1.904  C20 1.001
27 H 1.622 -0.301 -1.077  C20 1.082
28 H 0.855 0.106 -2.508  C20 1.102
29 O -1.625 2.076 -5.866  C30 1.200
30 C -1.157 1.945 -4.769  O29 1.200, O31 1.384, C34 1.473
31 O -0.326 0.909 -4.379  C30 1.384, C32 1.527
32 C 0.126 -0.106 -5.426  O31 1.527, C33 1.569, H35 0.924, H36 0.994
33 C -0.969 -1.224 -5.318  C32 1.569, H37 1.073, H38 1.089, H39 1.103
34 C -1.340 2.972 -3.729  C30 1.473, H40 1.193, H41 1.055, H42 1.116
35 H 0.996 -0.345 -5.228  C32 0.924
36 H 0.325 0.141 -6.368  C32 0.994
37 H -1.219 -1.992 -6.025  C33 1.073
38 H -2.029 -0.977 -5.364  C33 1.089
39 H -1.014 -1.687 -4.318  C33 1.103
40 H -0.264 3.164 -3.251  C34 1.193
41 H -2.048 2.755 -2.978  C34 1.055
42 H -1.939 3.768 -4.233  C34 1.116
43 O -2.492 -6.428 -2.419  C44 1.246
44 C -2.327 -5.608 -1.495  O43 1.246, O45 1.331, C48 1.583
45 O -1.790 -5.905 -0.314  C44 1.331, C46 1.409
46 C -1.756 -7.212 0.211  O45 1.409, C47 1.536, H49 1.201, H50 1.073
47 C -1.385 -7.227 1.701  C46 1.536, H51 1.202, H52 1.219, H53 1.021
48 C -2.472 -4.049 -1.731  C44 1.583, H54 1.154, H55 1.072, H56 1.175
49 H -0.922 -7.859 -0.361  C46 1.201
50 H -2.701 -7.710 0.314  C46 1.073
51 H -0.254 -6.901 1.947  C47 1.202
52 H -1.213 -8.389 2.028  C47 1.219
53 H -1.829 -6.575 2.349  C47 1.021
54 H -1.437 -3.538 -1.711  C48 1.154
55 H -3.039 -3.650 -0.913  C48 1.072
56 H -2.897 -3.875 -2.812  C48 1.175
57 O 1.207 -3.590 -3.118  C58 1.265
58 C 1.883 -4.583 -2.722  O57 1.265, O59 1.313, C62 1.549
59 O 3.051 -4.629 -2.124  C58 1.313, C60 1.346
60 C 3.826 -3.544 -1.943  O59 1.346, C61 1.590, H63 1.082, H64 0.845
61 C 4.942 -3.951 -0.886  C60 1.590, H65 1.083, H66 1.107, H67 1.196
62 C 1.209 -5.943 -3.029  C58 1.549, H68 1.010, H69 1.112, H70 0.956
63 H 3.018 -2.883 -1.657  C60 1.082
64 H 3.965 -3.304 -2.741  C60 0.845
65 H 4.439 -4.331 -0.005  C61 1.083
66 H 5.598 -3.061 -0.828  C61 1.107
67 H 5.661 -4.683 -1.501  C61 1.196
68 H 1.060 -6.284 -2.090  C62 1.010
69 H 1.892 -6.462 -3.736  C62 1.112
70 H 0.370 -5.736 -3.439  C62 0.956
71 O 2.904 -0.970 1.523  C72 1.231
72 C 2.428 -0.879 2.655  O71 1.231, O73 1.425, C76 1.552
73 O 2.975 -1.276 3.910  C72 1.425, C74 1.481
74 C 4.383 -1.736 3.893  O73 1.481, C75 1.579, H77 1.045, H78 1.035
75 C 4.416 -2.008 5.448  C74 1.579, H79 1.186, H80 1.013, H81 1.162
76 C 0.989 -0.315 2.796  C72 1.552, H82 0.992, H83 1.046, H84 1.120
77 H 4.859 -0.856 3.590  C74 1.045
78 H 4.841 -2.471 3.326  C74 1.035
79 H 5.486 -2.104 5.951  C75 1.186
80 H 3.786 -2.761 5.699  C75 1.013
81 H 4.080 -1.107 6.101  C75 1.162
82 H 0.846 0.441 3.422  C76 0.992
83 H 0.526 -1.108 3.297  C76 1.046
84 H 0.482 -0.119 1.817  C76 1.120
85 O -0.268 5.242 2.596  C86 1.199
86 C 0.393 4.244 2.668  O85 1.199, O87 1.348, C90 1.542
87 O 0.196 3.207 3.507  C86 1.348, C88 1.411
88 C -0.865 3.276 4.435  O87 1.411, C89 1.477, H91 1.100, H92 1.109
89 C -0.834 2.056 5.267  C88 1.477, H93 1.169, H94 1.194, H95 1.084
90 C 1.501 3.942 1.639  C86 1.542, H96 1.238, H97 1.067, H98 1.168
91 H -1.742 3.723 3.943  C88 1.100
92 H -0.429 3.989 5.164  C88 1.109
93 H -1.646 2.028 6.108  C89 1.169
94 H 0.251 1.938 5.751  C89 1.194
95 H -0.957 1.150 4.685  C89 1.084
96 H 0.792 3.261 0.886  C90 1.238
97 H 2.224 3.317 2.114  C90 1.067
98 H 1.716 4.929 1.052  C90 1.168
99 O 5.531 2.345 -1.812  C100 1.183
100 C 5.089 1.375 -1.300  O99 1.183, O101 1.358, C104 1.523
101 O 4.978 0.170 -1.917  C100 1.358, C102 1.355
102 C 5.248 0.019 -3.236  O101 1.355, C103 1.533, H105 1.067, H106 1.152
103 C 3.909 0.001 -3.983  C102 1.533, H107 1.007, H108 0.987, H109 1.089
104 C 4.712 1.394 0.175  C100 1.523, H110 1.092, H111 1.115, H112 1.076
105 H 5.768 -0.906 -3.351  C102 1.067
106 H 5.812 0.897 -3.724  C102 1.152
107 H 3.342 0.827 -3.877  C103 1.007
108 H 3.314 -0.769 -3.817  C103 0.987
109 H 3.792 0.053 -5.064  C103 1.089
110 H 3.624 1.429 0.083  C104 1.092
111 H 4.961 2.285 0.797  C104 1.115
112 H 4.992 0.506 0.715  C104 1.076
113 C -3.079 5.672 -0.163  C114 1.535, H117 1.080, H118 1.036, H119 1.080
114 C -2.676 5.930 -1.621  C113 1.535, O115 1.261, C116 1.501
115 O -3.465 5.688 -2.575  C114 1.261
116 C -1.325 6.549 -1.829  C114 1.501, H120 0.985, H121 0.963, H122 1.016
117 H -3.418 6.682 0.012  C113 1.080
118 H -2.428 5.293 0.548  C113 1.036
119 H -3.931 5.009 -0.159  C113 1.080
120 H -0.802 5.748 -2.065  C116 0.985
121 H -1.001 6.922 -1.002  C116 0.963
122 H -1.335 7.090 -2.689  C116 1.016

Computed properties:
- ΔE to the lowest compared entry with this formula, charge and spin (eV) = 2.824
- SMILES = CCOC(C)=O.CCOC(C)=O.CCOC(C)=O.CCOC(C)=O.CCOC(C)=O.CCOC(C)=O.CCOC(C)=O.CCOC(C)=O.CC(C)=O
- gap between HOMO and LUMO (eV) = 9.88
- 2S+1 = 1

***

Largest force on an atom
In order: 4.0; 17.8
Unit: eV/Å
DFT total energy
In order: -5641.153326; -2654.204502
Unit: Ha
M
In order: 1023.64; 762.93
Unit: u